Molecular formula: C60H59BrGeN3O2P2Rh
Method: DFT, ωB97M-V/def2-TZVPD

Element x y z (Å)
Rh1 -0.6159 -0.2372 -0.4892
C1 -3.9698 -0.2250 2.1347
C2 -3.0659 1.0156 2.1193
P1 -1.2603 0.6662 2.0131
C3 -0.5144 2.3390 2.0924
C4 0.7488 2.4525 2.6753
C5 1.3251 3.6980 2.8725
C6 0.6620 4.8461 2.4572
C7 -0.5801 4.7386 1.8496
C8 -1.1704 3.4931 1.6770
C9 -0.8862 0.1709 3.7483
C10 -1.2175 1.0154 4.8104
C11 -0.9239 0.6614 6.1162
C12 -0.2850 -0.5445 6.3834
C13 0.0599 -1.3841 5.3380
C14 -0.2364 -1.0223 4.0293
C15 -3.6012 -1.2983 1.0982
P2 -2.3656 -2.5152 1.7586
C16 -3.2643 -4.0948 1.4811
C17 -4.5203 -4.2314 2.0778
C18 -5.2403 -5.4094 1.9623
C19 -4.7106 -6.4825 1.2572
C20 -3.4573 -6.3663 0.6773
C21 -2.7379 -5.1818 0.7872
C22 -1.0875 -2.6694 0.4502
C23 0.1585 -3.1790 0.8704
C24 1.0753 -3.6697 -0.0305
C25 0.7642 -3.6946 -1.3940
C26 -0.4475 -3.2092 -1.8304
C27 -1.3700 -2.6701 -0.9167
H1 -4.9913 0.1119 1.9427
H2 -3.9665 -0.6629 3.1371
H3 -3.2495 1.6174 3.0114
H4 -3.3053 1.6255 1.2482
H5 1.2756 1.5648 3.0134
H6 2.2994 3.7660 3.3414
H7 1.1120 5.8198 2.6061
H8 -1.1030 5.6239 1.5102
H9 -2.1421 3.4390 1.2053
H10 -1.6937 1.9698 4.6154
H11 -1.1871 1.3289 6.9270
H12 -0.0525 -0.8214 7.4038
H13 0.5570 -2.3255 5.5364
H14 0.0328 -1.6811 3.2170
H15 -3.1861 -0.8088 0.2172
H16 -4.4882 -1.8407 0.7696
H17 -4.9414 -3.4081 2.6460
H18 -6.2140 -5.4924 2.4286
H19 -5.2706 -7.4043 1.1663
H20 -3.0337 -7.1990 0.1298
H21 -1.7595 -5.1159 0.3265
H22 0.3796 -3.2119 1.9305
H23 2.0317 -4.0427 0.3136
H24 1.4772 -4.0973 -2.1021
H25 -0.6963 -3.2564 -2.8818
H26 -2.3746 -2.4320 -1.2502
C28 1.7203 2.5902 -4.8562
C29 1.3157 2.8672 -3.4272
N1 0.7600 1.6546 -2.8594
C30 -0.0733 0.8263 -3.5300
N2 -0.7578 -0.0737 -2.8649
C31 -1.7559 -0.7963 -3.6438
C32 -1.2241 -1.1908 -5.0069
C33 -0.9310 0.1010 -5.7310
N3 -0.1212 0.9736 -4.8952
C34 0.4955 2.0971 -5.5905
H27 2.5009 1.8250 -4.8720
H28 2.1089 3.4897 -5.3343
H29 0.5779 3.6772 -3.3888
H30 2.1694 3.1613 -2.8271
H31 0.7153 1.5790 -1.8552
H32 -2.6514 -0.1772 -3.7878
H33 -2.0821 -1.6688 -3.0862
H34 -1.9441 -1.7842 -5.5730
H35 -0.3067 -1.7743 -4.8860
H36 -1.8757 0.5971 -5.9866
H37 -0.3910 -0.0674 -6.6653
H38 -0.2286 2.9147 -5.6939
H39 0.7490 1.7593 -6.5967
Br1 -4.3831 4.8141 -0.6672
C35 -4.8307 3.0534 -1.2055
C36 -6.1816 2.7429 -1.2764
C37 -6.5805 1.4554 -1.6007
C38 -5.6263 0.4751 -1.8323
C39 -4.2829 0.7988 -1.7374
C40 -3.8554 2.0895 -1.4395
C41 -2.3683 2.3820 -1.4107
O1 -1.9286 3.3200 -2.0553
O2 -1.6737 1.5971 -0.6621
H40 -6.9139 3.5115 -1.0708
H41 -7.6358 1.2226 -1.6638
H42 -5.9273 -0.5357 -2.0785
H43 -3.5259 0.0463 -1.9141
C42 1.4322 -0.2441 -0.2662
Ge1 3.2408 0.2071 0.1555
C43 3.9121 1.8505 -0.6573
C44 5.0493 1.8457 -1.4652
C45 5.5629 3.0320 -1.9798
C46 4.9555 4.2431 -1.6764
C47 3.8244 4.2637 -0.8700
C48 3.3043 3.0748 -0.3769
C49 4.2843 -1.3046 -0.5330
C50 5.0743 -2.1047 0.2899
C51 5.7137 -3.2346 -0.2110
C52 5.5733 -3.5775 -1.5480
C53 4.7929 -2.7873 -2.3842
C54 4.1526 -1.6648 -1.8773
C55 3.5824 0.3567 2.0678
C56 4.5173 1.2656 2.5634
C57 4.7944 1.3302 3.9239
C58 4.1393 0.4829 4.8072
C59 3.2052 -0.4259 4.3284
C60 2.9290 -0.4842 2.9687
H44 1.4560 -1.1378 -0.9259
H45 5.5457 0.9095 -1.6956
H46 6.4445 3.0098 -2.6090
H47 5.3607 5.1672 -2.0699
H48 3.3371 5.2028 -0.6362
H49 2.4058 3.1062 0.2257
H50 5.1932 -1.8480 1.3374
H51 6.3231 -3.8460 0.4436
H52 6.0717 -4.4559 -1.9390
H53 4.6841 -3.0480 -3.4303
H54 3.5318 -1.0643 -2.5375
H55 5.0301 1.9373 1.8833
H56 5.5202 2.0437 4.2945
H57 4.3529 0.5331 5.8677
H58 2.6858 -1.0812 5.0172
H59 2.1855 -1.1851 2.6010

As for the strongest force on any atom: 0.6 eV/A. The multiplicity is 5. As for the total energy: -219885.39066 eV. The LUMO energy (alpha / beta) comes out at 0.52 / -0.39 eV. Its charge is 0. As for the HOMO-LUMO gap (alpha / beta): 7.39 / 7.76 eV. As for the HOMO energy (alpha / beta): -0.2524 / -0.2996 Ha.

Atom charges from the Mulliken analysis, given in e for atoms 1 to 6: 0.539, -1.591, -0.384, 2.122, 0.818, -0.198

=====

Molecular formula: C24H34N2O6
Method: DFT, ωB97M-V/def2-TZVPD

Element x y z (Å)
O1 -2.6856 -5.4396 -1.8233
O2 2.9018 4.3093 -1.1059
O3 -1.4518 -0.8075 -2.4298
O4 2.0087 -6.8956 2.2938
O5 3.1421 3.4875 4.2124
O6 0.5894 1.3734 -0.1396
C1 -1.5884 -5.4824 -2.3615
C2 1.9126 3.6083 -0.9029
C3 -1.5888 -1.9706 -2.7878
C4 -1.2586 6.6464 1.5116
C5 1.5237 2.7929 2.5468
C6 -0.5419 5.4620 1.4440
C7 1.9629 3.6967 1.6157
C8 0.4219 -5.1815 1.7805
C9 2.3827 -5.5111 0.3617
C10 -0.0047 -4.1323 0.9458
C11 1.9523 -4.4592 -0.4726
C12 1.6124 -5.8757 1.4884
C13 0.7536 -3.7744 -0.1854
N1 -2.1969 -2.1669 -3.9668
N2 -0.8005 -4.4174 -2.5091
C14 -1.0834 -6.7929 -2.9189
C15 -1.2541 7.6854 0.4133
C16 -2.0921 6.9382 2.7305
C17 2.1568 2.5048 3.8832
C18 -2.6461 -3.4000 -4.6105
C19 0.2655 2.1207 2.0897
C20 0.3227 5.0759 0.2668
C21 0.1513 2.5089 0.6084
C22 1.0833 3.7306 0.3907
C23 0.2288 -2.6980 -1.1219
C24 -1.0484 -3.1104 -1.8807
H1 2.8438 -7.2735 2.0180
H2 3.5360 3.3043 5.0812
H3 1.4349 1.0518 0.2187
H4 1.5644 2.9775 -1.7150
H5 -0.5914 4.7876 2.2921
H6 2.8464 4.3194 1.7451
H7 -0.1613 -5.4715 2.6416
H8 3.2965 -6.0388 0.1380
H9 -0.9294 -3.6153 1.1628
H10 2.5391 -4.1824 -1.3369
H11 -2.4528 -1.3035 -4.4212
H12 0.0875 -4.5491 -2.9607
H13 -1.8553 -7.2166 -3.5588
H14 -0.1698 -6.6465 -3.4908
H15 -0.8894 -7.4660 -2.0854
H16 -0.6362 7.3949 -0.4389
H17 -0.8725 8.6344 0.8013
H18 -2.2744 7.8430 0.0512
H19 -3.1372 7.0845 2.4427
H20 -2.0460 6.1183 3.4536
H21 -1.7333 7.8486 3.2197
H22 2.6143 1.5105 3.8608
H23 1.3790 2.5030 4.6538
H24 -3.2358 -3.1572 -5.4955
H25 -3.2767 -3.9715 -3.9258
H26 -1.7904 -4.0004 -4.9209
H27 -0.5923 2.4938 2.6564
H28 0.3140 1.0347 2.2220
H29 1.0572 5.8751 0.1158
H30 -0.3120 5.0362 -0.6252
H31 -0.8847 2.7460 0.3385
H32 1.0009 -2.4394 -1.8476
H33 0.0198 -1.8058 -0.5294
H34 -1.8244 -3.2517 -1.1280

As for the strongest force on any atom: 2.9 eV/A. As for the total energy: -40703.86096 eV. The LUMO energy comes out at 0.51 eV. Its charge is 0. As for the HOMO-LUMO gap: 9.09 eV. As for the HOMO energy: -0.3153 Ha. Its SMILES is CC(C)=CC[C@@]1(C=O)C=C(CO)C[C@@H]1O.CNC(=O)[C@H](Cc1ccc(O)cc1)NC(C)=O.

Atom charges from the Mulliken analysis, given in e for atoms 1 to 6: -0.649, -0.517, -0.686, -0.544, -0.534, -0.572

=====

Molecular formula: C15H32I2NO24PS6
Method: DFT, ωB97M-V/def2-TZVPD

Element x y z (Å)
C1 -0.7363 1.7100 -1.0701
C2 0.2180 2.9456 -0.8423
I1 -1.0060 4.7311 -1.0541
C3 1.4817 2.8798 -1.8284
I2 1.5934 4.7476 -2.9451
P1 3.1127 2.5427 -0.9802
N1 3.1326 3.3238 0.5884
H1 -0.2056 0.8202 -1.5063
H2 -1.2404 1.4363 -0.1082
H3 -1.5029 2.0109 -1.8263
H4 0.6229 2.9715 0.2015
H5 1.2860 2.0761 -2.5726
H6 3.1245 1.1367 -0.6633
H7 3.9284 3.9576 0.6415
H8 3.1493 2.6338 1.3387
C4 1.8962 -2.9049 0.7098
C5 1.7213 -1.8309 -0.3437
O1 1.0816 -0.7503 0.3400
S1 1.5733 -0.7285 1.8764
O2 2.6223 0.2251 1.9995
O3 0.4291 -0.7230 2.7149
O4 2.2303 -2.2051 1.9105
H9 0.9625 -3.4471 0.8799
H10 2.6828 -3.6114 0.4512
H11 1.1177 -2.1674 -1.1845
H12 2.6881 -1.4750 -0.7105
C6 -2.1896 -6.1448 -0.2420
C7 -0.8778 -6.6251 0.3491
O5 -0.1009 -7.0415 -0.7808
S2 -0.4779 -6.1250 -2.0537
O6 0.4965 -5.0886 -2.1630
O7 -0.8144 -6.9769 -3.1380
O8 -1.8301 -5.4800 -1.4592
H13 -2.8400 -6.9788 -0.4926
H14 -2.7167 -5.4630 0.4238
H15 -1.0022 -7.4357 1.0435
H16 -0.3455 -5.8047 0.8420
C8 -1.8001 4.3167 4.4489
C9 -2.6895 3.0883 4.4002
O9 -2.7540 2.7365 3.0173
S3 -1.3525 3.1269 2.3036
O10 -0.5372 1.9647 2.2424
O11 -1.6335 3.9351 1.1473
O12 -0.7798 4.0790 3.4781
H17 -2.3486 5.2151 4.1542
H18 -1.3598 4.4684 5.4331
H19 -3.6859 3.2797 4.7943
H20 -2.2389 2.2523 4.9420
C10 3.2581 0.6982 -6.4927
C11 3.1323 1.7637 -7.5655
O13 2.5568 2.8898 -6.8998
S4 3.0614 2.9134 -5.3641
O14 4.1555 3.8088 -5.2653
O15 1.9151 3.0034 -4.5140
O16 3.6386 1.4020 -5.3088
H21 2.2984 0.2097 -6.3058
H22 4.0040 -0.0542 -6.7437
H23 2.5041 1.4466 -8.3955
H24 4.1136 2.0601 -7.9453
C12 0.6212 9.6040 2.0648
C13 0.8772 9.6692 0.5706
O17 1.5152 8.4320 0.2524
S5 0.9531 7.2747 1.2306
O18 -0.0743 6.5601 0.5425
O19 2.0592 6.6282 1.8416
O20 0.2522 8.2487 2.3218
H25 1.5297 9.8239 2.6316
H26 -0.1728 10.2801 2.3777
H27 1.5108 10.5096 0.2937
H28 -0.0601 9.7208 0.0100
C14 -5.1905 -9.5444 3.0017
C15 -3.8722 -10.0152 3.5833
O21 -3.1001 -10.4279 2.4521
S6 -3.4889 -9.5133 1.1827
O22 -2.5214 -8.4669 1.0666
O23 -3.8234 -10.3637 0.1003
O24 -4.8427 -8.8771 1.7845
H29 -5.8391 -10.3880 2.7545
H30 -5.7182 -8.8668 3.6703
H31 -3.9962 -10.8375 4.2848
H32 -3.3412 -9.1958 4.0749

As for the strongest force on any atom: 4.4 eV/A. As for the total energy: -157194.94985 eV. The LUMO energy comes out at 0.15 eV. Its charge is 0. As for the HOMO-LUMO gap: 5.81 eV. As for the HOMO energy: -0.2077 Ha.

Atom charges from the Mulliken analysis, given in e for atoms 1 to 6: -1.055, 0.337, -0.104, -0.274, -0.099, -0.041

=====

Molecular formula: C37H32LaN6OS3
Method: DFT, ωB97M-V/def2-TZVPD

Element x y z (Å)
La1 -0.5222 0.7069 -0.2747
C1 -3.5055 -1.3576 -0.2680
N1 -2.8587 -0.2452 -0.9200
C2 -3.5211 0.6962 -1.5225
C3 -3.0176 1.8713 -2.1199
C4 -3.7659 2.9383 -2.6697
C5 -2.8594 3.8762 -3.1815
C6 -1.5884 3.3841 -2.9843
N2 -1.6124 2.1816 -2.3842
C7 -3.0468 -2.7411 -0.7166
C8 -3.3131 -3.2348 -1.9703
C9 -2.8188 -4.4778 -2.3750
C10 -2.0164 -5.2541 -1.5478
C11 -1.8252 -4.8167 -0.2338
C12 -2.3740 -3.5842 0.1459
H1 -4.5648 -1.2642 -0.4356
H2 -3.3823 -1.2315 0.8263
H3 -4.6115 0.6987 -1.5170
H4 -4.8412 2.9894 -2.5589
H5 -3.0539 4.7669 -3.8124
H6 -0.6955 3.9614 -3.2262
H7 -3.9751 -2.5776 -2.5511
H8 -3.0168 -4.8203 -3.3781
H9 -1.5313 -6.1627 -1.8348
H10 -1.2495 -5.3510 0.5353
H11 -2.2243 -3.2794 1.2005
N3 1.5370 1.6998 -1.7607
C13 1.8638 0.8323 -2.8576
C14 2.4565 1.3055 -3.9874
C15 2.8521 0.4348 -5.0229
C16 2.5847 -0.9094 -5.0173
C17 1.8118 -1.3751 -3.9220
C18 1.5416 -2.7536 -3.8551
C19 0.9489 -3.2494 -2.7404
C20 0.5364 -2.3476 -1.7376
N4 0.8509 -1.0670 -1.7871
C21 1.4898 -0.5201 -2.8467
H12 1.1857 2.5851 -2.1367
H13 2.3401 1.9127 -1.1188
H14 2.7427 2.3223 -4.1016
H15 3.4093 0.8600 -5.8423
H16 2.8675 -1.5781 -5.8279
H17 1.8534 -3.4002 -4.6657
H18 0.7357 -4.3247 -2.6978
H19 -0.0587 -2.7257 -0.9020
O1 0.7663 0.2870 1.4629
C22 1.6203 0.0374 2.5369
C23 1.0561 -1.0462 3.3873
C24 1.6607 -1.8807 4.2646
C25 0.7108 -2.6011 5.0109
C26 -0.5740 -2.2140 4.7618
S1 -0.6483 -1.1072 3.4616
C27 1.6396 1.3700 3.3757
C28 1.5809 2.6335 2.8032
C29 1.6760 3.6787 3.7719
C30 1.7589 3.1297 5.0499
S2 1.7375 1.4516 5.1013
C31 3.0606 -0.2434 2.0237
C32 4.2667 0.3475 2.4551
C33 5.3893 -0.2543 1.7960
C34 5.0077 -1.2724 0.9880
S3 3.2868 -1.4428 0.8537
H20 2.7928 -1.9065 4.3589
H21 1.0018 -3.3024 5.7588
H22 -1.5014 -2.5538 5.2288
H23 1.3429 2.7803 1.7625
H24 1.6334 4.7429 3.5808
H25 1.8927 3.7370 5.9448
H26 4.4461 1.0856 3.2076
H27 6.4028 0.0597 1.9222
H28 5.7658 -1.8801 0.4371
N5 -2.4974 4.3496 1.7846
C35 -2.2065 3.5480 2.9199
C36 -1.7848 2.3922 2.4218
N6 -1.7835 2.4213 1.0263
C37 -2.2719 3.5959 0.7373
H29 -2.7836 5.3412 1.7915
H30 -2.3795 3.8684 3.9336
H31 -1.4765 1.4633 2.9748
H32 -2.3464 4.0096 -0.2940

As for the strongest force on any atom: 3.6 eV/A. As for the total energy: -83239.24666 eV. The LUMO energy comes out at -2.67 eV. Its charge is +1. As for the HOMO-LUMO gap: 7.65 eV. As for the HOMO energy: -0.3792 Ha.

Atom charges from the Mulliken analysis, given in e for atoms 1 to 6: 2.253, -1.547, 0.094, 0.062, -0.218, -0.677

=====

Molecular formula: C10H16N5
Method: DFT, ωB97M-V/def2-TZVPD

Element x y z (Å)
C1 1.5479 -1.2514 -2.2585
C2 0.0416 -0.1930 -0.3772
C3 1.4160 0.2814 -0.5161
C4 -0.4180 -1.1328 -1.3168
C5 -1.8371 -1.1131 0.5420
C6 -2.6950 -1.6006 1.4036
C7 -0.5220 0.3170 2.1023
C8 3.3903 1.2981 0.1825
C9 1.3971 2.4329 0.8143
C10 -2.7501 -0.7323 -1.6233
N1 2.1324 -0.3810 -1.4413
N2 0.2437 -1.6706 -2.3023
N3 -0.9601 -0.0236 0.6713
N4 1.9241 1.2625 0.1521
N5 -1.7761 -1.5034 -0.8158
H1 2.2399 -1.8633 -2.8263
H2 -3.3500 -2.3620 1.3476
H3 -2.7290 -1.0999 2.4120
H4 -0.8488 -0.4245 2.7758
H5 0.5645 0.2367 2.1257
H6 -0.9331 1.3052 2.3085
H7 3.7078 0.4038 -0.2913
H8 3.6534 2.1647 -0.3714
H9 3.7722 1.3547 1.1530
H10 2.0421 3.3051 0.5327
H11 0.4744 2.6873 0.3135
H12 1.1814 2.4381 1.8909
H13 -2.4274 0.3345 -1.5795
H14 -2.7356 -1.2164 -2.6623
H15 -3.7787 -0.7728 -1.3591
H16 -1.9679 -2.4810 -0.9865

As for the strongest force on any atom: 4.7 eV/A. As for the total energy: -18071.05421 eV. The LUMO energy comes out at -2.81 eV. Its charge is +1. As for the HOMO-LUMO gap: 8.76 eV. As for the HOMO energy: -0.4254 Ha. Its SMILES is C=C1N(C)c2c(N(C)C)ncnc2[N@@H+]1C.

Atom charges from the Mulliken analysis, given in e for atoms 1 to 6: -0.532, 0.675, 0.568, 0.215, 0.446, -1.142

=====

Molecular formula: C2H5FSi
Method: DFT, ωB97M-V/def2-TZVPD

Element x y z (Å)
C1 -0.9051 -1.0316 0.4667
C2 -0.3878 -0.3951 -0.5597
F1 -1.9998 -1.8961 0.3234
Si1 0.9759 0.8920 -0.1183
H1 -0.5641 -0.9359 1.4642
H2 -0.8278 -0.5291 -1.5849
H3 1.4800 1.3482 -1.4673
H4 1.6013 0.4391 1.0593
H5 0.6274 2.1085 0.4166

As for the strongest force on any atom: 3.3 eV/A. As for the total energy: -12748.12357 eV. The LUMO energy comes out at 0.95 eV. Its charge is 0. As for the HOMO-LUMO gap: 11.14 eV. As for the HOMO energy: -0.3744 Ha. Its SMILES is F/C=C/[SiH3].

Atom charges from the Mulliken analysis, given in e for atoms 1 to 6: -0.281, -0.243, -0.249, 0.518, 0.312, 0.332

=====

Molecular formula: C5H13N3S4
Method: DFT, ωB97M-V/def2-TZVPD

Element x y z (Å)
C1 -1.6128 -0.3058 -1.1126
C2 -0.4827 -0.7079 -0.4386
C3 1.8708 1.4676 1.7101
C4 0.6678 -1.4557 1.5434
C5 1.1634 0.8416 0.5354
N1 0.0255 -1.9001 -2.8242
N2 -2.4495 0.8894 -0.2201
N3 0.1049 -0.1964 0.8756
S1 -2.4343 -0.9433 -2.3860
S2 0.6675 -1.7967 -1.3988
S3 0.3044 2.3588 -0.1743
S4 0.5132 -2.7745 -4.0875
H1 1.2593 2.1424 2.2127
H2 2.7700 1.9549 1.4501
H3 2.0038 0.6040 2.4574
H4 1.7488 -1.7253 1.4761
H5 0.3235 -1.2613 2.5975
H6 0.1883 -2.3918 1.2697
H7 1.8300 0.6083 -0.2201
H8 -1.9163 1.7171 -0.5413
H9 -2.4958 0.4460 0.6916
H10 -3.3678 0.8796 -0.6463
H11 -0.6157 0.3811 1.2658
H12 0.2863 3.1404 0.9736
H13 -0.3525 -1.9725 -5.0093

As for the strongest force on any atom: 5.5 eV/A. As for the total energy: -53184.39122 eV. The LUMO energy comes out at -9.18 eV. Its charge is +2. As for the HOMO-LUMO gap: 6.17 eV. As for the HOMO energy: -0.5643 Ha.

Atom charges from the Mulliken analysis, given in e for atoms 1 to 6: -0.086, -0.123, -1.228, -1.011, -0.276, -0.146

=====

Molecular formula: C6H14Si
Method: DFT, ωB97M-V/def2-TZVPD

Element x y z (Å)
C1 0.2780 -0.7003 -1.1847
C2 0.9207 -0.1777 -0.1899
C3 -1.1825 -1.2917 -0.8940
C4 0.7620 -1.1009 -2.5688
C5 2.0118 0.4895 0.4916
C6 -1.4677 0.0500 2.0724
Si1 -0.9609 1.7864 1.9751
H1 -1.9142 -0.5203 -0.5575
H2 -1.1898 -2.1491 -0.3628
H3 -1.4738 -1.6780 -1.8931
H4 1.2626 -2.1004 -2.5083
H5 -0.0132 -0.8402 -3.2738
H6 1.6627 -0.3962 -2.6855
H7 2.6019 -0.4081 0.8792
H8 1.6726 1.1686 1.2530
H9 2.5024 1.1940 -0.2403
H10 -1.7439 -0.5808 1.2462
H11 -1.7413 -0.4729 3.0469
H12 0.2872 1.9949 2.5384
H13 -1.8485 2.7751 2.4541
H14 -0.6941 2.0329 0.4201

As for the strongest force on any atom: 4.9 eV/A. As for the total energy: -14320.12431 eV. The LUMO energy (alpha / beta) comes out at -0.41 / 0.76 eV. Its charge is 0. As for the HOMO-LUMO gap (alpha / beta): 6.81 / 9.65 eV. As for the HOMO energy (alpha / beta): -0.2652 / -0.3266 Ha.

Atom charges from the Mulliken analysis, given in e for atoms 1 to 6: 0.949, -0.238, -1.431, -1.159, -0.822, -0.705